Formula: C25H49IN2O6
Source: OMol25
Level of theory: ωB97M-V/def2-TZVPD

Atoms and positions in Å:
C  1.618  3.270  2.360
C  1.856  1.812  3.120
C  2.340  0.702  2.012
O  1.203  -0.244  1.767
O  0.181  0.447  1.335
C  -1.101  -0.230  1.714
O  -0.970  -1.357  2.431
O  -2.379  0.331  1.245
C  -3.260  0.721  2.359
C  -3.824  2.250  1.984
C  -2.436  3.158  1.767
I  -4.871  3.142  3.724
H  2.370  4.057  2.815
H  1.859  3.225  1.200
H  0.486  3.612  2.469
H  2.680  1.866  3.972
H  0.847  1.480  3.653
H  3.313  0.142  2.395
H  2.625  1.174  0.967
H  -2.724  0.838  3.395
H  -4.171  -0.026  2.409
H  -4.492  2.246  1.021
H  -1.666  2.712  2.556
H  -2.652  4.291  1.962
H  -2.000  2.912  0.709
C  -4.614  4.100  -4.956
C  -3.815  4.132  -3.623
C  -2.330  4.476  -3.914
C  -1.555  3.320  -4.537
C  -1.691  2.053  -3.695
C  -3.167  1.669  -3.404
N  -3.977  2.826  -2.899
O  -3.607  3.044  -1.556
C  -3.816  1.084  -4.688
C  -3.177  0.451  -2.423
C  -4.459  5.334  -2.855
H  -4.107  3.568  -5.758
H  -5.606  3.656  -4.811
H  -4.772  5.112  -5.347
H  -1.826  4.770  -2.983
H  -2.267  5.347  -4.579
H  -1.898  3.137  -5.560
H  -0.496  3.591  -4.617
H  -1.180  1.228  -4.208
H  -1.151  2.205  -2.753
H  -4.896  0.948  -4.558
H  -3.396  0.098  -4.928
H  -3.647  1.681  -5.581
H  -2.654  0.658  -1.483
H  -2.672  -0.415  -2.866
H  -4.204  0.145  -2.184
H  -5.513  5.135  -2.622
H  -4.426  6.250  -3.459
H  -3.939  5.570  -1.919
C  2.492  -5.731  2.916
C  2.658  -4.245  2.494
C  2.217  -4.070  1.016
C  3.224  -4.633  0.017
C  4.618  -4.064  0.266
C  5.098  -4.241  1.731
N  4.072  -3.799  2.734
O  4.071  -2.390  2.742
C  5.480  -5.726  1.979
C  6.464  -3.498  1.899
C  1.627  -3.502  3.407
H  2.863  -6.440  2.179
H  2.989  -5.927  3.873
H  1.435  -5.990  3.046
H  2.067  -3.005  0.794
H  1.245  -4.552  0.852
H  3.243  -5.726  0.069
H  2.905  -4.384  -1.002
H  5.326  -4.541  -0.425
H  4.608  -2.999  0.001
H  5.674  -5.912  3.042
H  6.396  -5.993  1.434
H  4.736  -6.438  1.632
H  6.401  -2.431  1.654
H  7.224  -3.917  1.230
H  6.842  -3.592  2.924
H  1.900  -3.593  4.466
H  0.621  -3.927  3.291
H  1.534  -2.436  3.167

The electronic energy comes out at -50073.72854 eV. Its charge is 0. The HOMO energy (alpha / beta) comes out at -9.0 / -9.4 eV. As for the multiplicity: 3. The expectation value of S² is 2.010. Its molecular weight is 600.6 g mol⁻¹. The orbital gap (alpha / beta) comes out at 9.39 / 8.94 eV.